Record 1
A 2-piece molecular cluster, C16H34BN5O5 overall in a non-equilibrium geometry. Source: the Open Molecules 2025 dataset; level of theory: wB97M-V/def2-TZVPD.

Results
* orbital gap (alpha / beta): 8.46 / 9.54 eV
* HOMO energy (alpha / beta): -10.96 / -12.05 eV
* expectation value of S²: 0.75

The geometry in ORCA input format:
```
! wB97M-V def2-TZVPD RIJCOSX def2/J DEFGRID3
* xyz 1 2
C -1.433 4.649 0.064
C -1.979 3.826 1.213
O -1.893 2.410 0.993
B -0.748 1.781 1.366
O 0.413 1.994 0.681
N -0.847 0.824 2.508
C 0.159 -0.050 2.810
N 1.084 -0.508 2.016
C 2.072 -1.500 2.412
C 2.887 -1.111 3.624
O 3.095 0.039 3.940
N 0.057 -0.487 4.105
C -1.029 0.283 4.748
N -0.687 0.577 6.116
C -1.130 1.485 3.803
O -0.084 2.402 3.979
H -1.774 4.279 -0.893
H -0.351 4.705 0.103
H -1.801 5.665 0.184
H -1.481 4.130 2.134
H -3.033 4.048 1.340
H 1.168 2.188 1.242
H 1.123 -0.244 1.041
H 2.766 -1.597 1.581
H 1.622 -2.480 2.550
H 3.281 -1.944 4.224
H 0.888 -0.397 4.676
H -1.930 -0.316 4.757
H 0.131 1.171 6.179
H -1.446 1.062 6.571
H -2.104 1.961 3.756
H -0.301 3.024 4.678
C 1.900 -1.715 -4.201
C 1.282 -2.004 -2.823
C 0.357 -3.220 -2.883
C -0.958 -2.941 -3.603
C -1.668 -1.743 -2.976
C -0.792 -0.492 -2.919
N 0.535 -0.813 -2.302
O 0.465 -0.871 -1.013
C -0.630 0.094 -4.337
C -1.469 0.596 -2.102
C 2.457 -2.312 -1.902
H 2.431 -2.600 -4.551
H 1.179 -1.464 -4.971
H 2.619 -0.898 -4.136
H 0.138 -3.553 -1.863
H 0.887 -4.040 -3.370
H -0.779 -2.771 -4.667
H -1.602 -3.819 -3.541
H -2.573 -1.508 -3.539
H -1.988 -2.007 -1.962
H 0.206 0.792 -4.381
H -1.530 0.641 -4.611
H -0.493 -0.661 -5.108
H -1.717 0.263 -1.095
H -2.401 0.885 -2.582
H -0.836 1.482 -2.026
H 3.096 -1.436 -1.775
H 3.055 -3.107 -2.345
H 2.132 -2.650 -0.919
*
```

Results of the Mulliken charge analysis, in e, for atoms 1 through 4:
1. C -1.237
2. C -0.117
3. O -0.563
4. B 0.646

---

Record 2
A 4-piece molecular cluster, C16H34BN6O5PSi overall in a non-equilibrium geometry. Source: the Open Molecules 2025 dataset; level of theory: wB97M-V/def2-TZVPD.

Results
* orbital gap: 8.15 eV
* HOMO energy: -8.42 eV
* structure (SMILES): [H]/N=C(/N)NCCCC[Si@](C[C@H]1CO1)(B(O)CC)P(=O)(O)O.CC#N.CC#N.CC#N

The geometry in ORCA input format:
```
! wB97M-V def2-TZVPD RIJCOSX def2/J DEFGRID3
* xyz 0 1
H 2.515 -4.515 -6.533
N 2.975 -3.648 -6.941
C 2.414 -2.539 -6.299
N 2.941 -1.177 -6.792
N 1.332 -2.669 -5.212
C 1.354 -1.440 -4.291
C 0.760 -1.765 -2.797
C -0.904 -1.746 -2.723
C -1.286 -1.580 -1.138
Si -1.449 0.235 -0.517
C -2.189 1.474 -1.788
C -0.943 1.854 -3.009
C -1.433 3.037 -4.169
O -0.354 3.290 -2.947
B 0.203 0.927 0.281
O 1.186 -0.055 0.821
C 0.564 2.528 0.429
C 2.058 2.906 -0.189
P -2.910 0.163 1.180
O -4.269 0.759 0.627
O -3.199 -1.525 1.575
O -2.321 0.953 2.619
H 3.278 -1.246 -7.783
H 3.760 -0.997 -6.141
H 1.484 -3.551 -4.674
H 2.513 -1.196 -4.138
H 0.884 -0.487 -4.802
H 1.175 -0.976 -2.006
H 1.083 -2.848 -2.412
H -1.388 -0.947 -3.435
H -1.356 -2.795 -3.069
H -0.381 -2.063 -0.527
H -2.237 -2.232 -0.842
H -3.118 1.092 -2.388
H -2.323 2.513 -1.269
H -0.230 0.900 -3.412
H -1.593 4.167 -4.015
H -2.546 2.798 -3.804
H 1.274 0.184 1.811
H 0.631 2.775 1.593
H -0.256 3.251 -0.002
H 2.011 3.125 -1.345
H 2.862 2.058 0.008
H 2.358 3.939 0.326
H -2.336 -1.882 1.980
H -1.750 0.242 3.071
C 6.031 3.407 0.724
C 4.756 3.356 1.549
N 3.698 3.315 2.234
H 5.947 2.734 -0.134
H 6.202 4.425 0.363
H 6.883 3.098 1.335
C -3.290 -2.364 5.454
C -2.186 -1.790 4.580
N -1.271 -1.313 3.856
H -2.875 -2.689 6.412
H -4.055 -1.605 5.635
H -3.750 -3.222 4.956
C -2.992 -0.979 9.887
C -2.505 -2.301 9.316
N -2.101 -3.397 8.842
H -4.066 -1.034 10.089
H -2.465 -0.759 10.819
H -2.805 -0.173 9.172
*
```

Results of the Mulliken charge analysis, in e, for atoms 1 through 4:
1. H 0.223
2. N -0.643
3. C 0.336
4. N -0.512

---

Record 3
C16H34BeOP2 as an isolated structure in a non-equilibrium geometry. Source: the Open Molecules 2025 dataset; level of theory: wB97M-V/def2-TZVPD.

Results
* orbital gap: 7.36 eV
* HOMO energy: -6.76 eV
* ΔE to the lowest compared entry with this formula, charge and spin: 0.00 kcal/mol

The geometry in ORCA input format:
```
! wB97M-V def2-TZVPD RIJCOSX def2/J DEFGRID3
* xyz 0 1
P 0.451 -1.416 -1.541
P -1.950 -0.664 0.033
C -1.009 -2.540 -1.741
C -2.287 -1.802 -1.391
H -0.840 -3.409 -1.092
H -1.029 -2.910 -2.773
H -2.651 -1.190 -2.228
H -3.087 -2.498 -1.106
C -2.430 -1.817 1.373
H -2.553 -1.250 2.304
H -1.664 -2.588 1.511
H -3.384 -2.288 1.100
C -3.445 0.369 -0.039
H -4.326 -0.274 -0.167
H -3.369 1.067 -0.879
H -3.526 0.931 0.898
C 1.798 -2.641 -1.593
H 2.782 -2.176 -1.720
H 1.614 -3.321 -2.435
H 1.805 -3.205 -0.652
C 0.487 -0.781 -3.263
H -0.358 -0.105 -3.438
H 0.414 -1.632 -3.951
H 1.422 -0.242 -3.457
Be 0.519 0.317 0.152
C -5.031 -4.316 -3.116
C -4.677 -4.981 -2.010
C -4.121 -6.373 -1.912
C -3.366 -6.904 -3.148
C -2.249 -6.021 -3.630
C -2.333 -4.992 -4.481
C -3.551 -4.490 -5.202
C -4.913 -4.782 -4.540
C 2.208 0.310 -0.459
H -5.532 -3.347 -3.014
H -4.893 -4.534 -1.034
H -4.920 -7.098 -1.677
H -3.450 -6.395 -1.040
H -2.927 -7.875 -2.867
H -4.083 -7.118 -3.945
H -1.262 -6.334 -3.272
H -1.410 -4.491 -4.793
H -3.591 -4.893 -6.229
H -3.434 -3.402 -5.326
H -5.681 -4.254 -5.129
H -5.143 -5.847 -4.636
H 2.334 1.406 -0.586
H 2.605 -0.140 -1.380
H 2.880 -0.024 0.354
C 0.912 2.246 1.805
O 0.085 1.324 1.150
H 0.504 2.456 2.812
H 0.925 3.206 1.276
H 1.949 1.890 1.884
*
```

Results of the Mulliken charge analysis, in e, for atoms 1 through 4:
1. P 1.142
2. P 0.906
3. C -0.521
4. C -0.694

---

Record 4
A 5-piece molecular cluster, C16H34BrClFINO10PS overall in a non-equilibrium geometry. Source: the Open Molecules 2025 dataset; level of theory: wB97M-V/def2-TZVPD.

Results
* orbital gap: 8.81 eV
* HOMO energy: -8.64 eV
* structure (SMILES): CC(=O)N(C)[C@H]1OS(=O)(=O)[C@H](Br)[C@H](CC(=O)F)[C@]1(C[C@@H](C)I)P(O)Cl.CO.CO.CO.CO

The geometry in ORCA input format:
```
! wB97M-V def2-TZVPD RIJCOSX def2/J DEFGRID3
* xyz 0 1
C 4.798 -0.727 3.867
C 4.716 -0.710 2.327
O 5.505 0.010 1.802
N 3.869 -1.471 1.444
C 4.477 -2.807 1.170
C 2.469 -1.593 1.724
O 2.252 -2.017 3.096
S 0.831 -2.795 3.290
O 0.727 -3.007 4.697
O 0.681 -3.972 2.492
C -0.281 -1.429 2.774
Br -2.133 -1.692 3.256
C 0.021 -0.883 1.333
C -0.319 -1.794 0.117
C -1.622 -2.602 0.171
O -2.683 -2.165 0.018
F -1.505 -3.936 0.380
C 1.535 -0.405 1.233
C 1.815 0.941 1.953
C 1.173 2.283 1.506
C 2.275 3.368 1.133
I -0.258 2.366 -0.078
P 2.078 -0.217 -0.610
O 2.597 -1.710 -1.144
Cl 3.805 0.986 -0.691
H 5.072 0.303 4.173
H 3.863 -0.956 4.406
H 5.620 -1.378 4.218
H 4.000 -3.618 1.755
H 4.406 -3.072 0.098
H 5.554 -2.727 1.422
H 2.120 -2.460 1.112
H 0.065 -0.622 3.454
H -0.675 -0.020 1.259
H -0.471 -1.118 -0.755
H 0.479 -2.501 -0.180
H 2.914 1.109 1.969
H 1.570 0.782 3.031
H 0.693 2.747 2.391
H 2.395 3.369 0.031
H 1.890 4.382 1.375
H 3.235 3.190 1.647
H 2.403 -1.753 -2.093
C -4.044 -1.318 -3.412
O -3.315 -0.452 -2.546
H -3.884 -0.995 -4.440
H -3.686 -2.344 -3.297
H -5.108 -1.269 -3.178
H -3.469 -0.755 -1.643
C 1.344 4.485 -3.649
O 1.510 3.270 -2.926
H 0.302 4.789 -3.573
H 1.980 5.266 -3.222
H 1.600 4.334 -4.701
H 2.436 3.013 -3.002
C -3.443 4.381 -2.395
O -2.576 3.596 -3.203
H -3.427 5.405 -2.764
H -4.464 3.994 -2.454
H -3.104 4.369 -1.356
H -2.605 2.694 -2.861
C -8.177 -1.717 -1.882
O -7.301 -2.496 -2.689
H -8.164 -0.693 -2.249
H -9.195 -2.109 -1.946
H -7.841 -1.730 -0.842
H -7.325 -3.397 -2.349
*
```

Results of the Mulliken charge analysis, in e, for atoms 1 through 4:
1. C -1.082
2. C 0.373
3. O -0.507
4. N 0.764

---

Record 5
C16H34MnP2 as an isolated structure in a non-equilibrium geometry. Source: the Open Molecules 2025 dataset; level of theory: wB97M-V/def2-TZVPD.

Results
* orbital gap (alpha / beta): 3.84 / 3.61 eV
* HOMO energy (alpha / beta): -4.84 / -4.83 eV
* expectation value of S²: 8.77
* ΔE to the lowest compared entry with this formula, charge and spin: 102.60 kcal/mol

The geometry in ORCA input format:
```
! wB97M-V def2-TZVPD RIJCOSX def2/J DEFGRID3
* xyz 0 6
P -0.614 -1.994 -1.183
P 0.453 1.410 -1.443
C -1.116 -0.792 -2.467
C -0.042 0.239 -2.818
H -2.059 -0.313 -2.156
H -1.355 -1.391 -3.360
H 0.870 -0.247 -3.191
H -0.414 0.849 -3.648
C -0.446 2.842 -2.423
H -0.402 3.773 -1.851
H -1.491 2.578 -2.611
H 0.055 2.998 -3.385
C 1.994 2.440 -1.919
H 1.954 2.716 -2.984
H 2.955 1.922 -1.751
H 2.008 3.382 -1.341
C -2.042 -2.839 -0.516
H -1.777 -3.374 0.409
H -2.373 -3.580 -1.263
H -2.876 -2.152 -0.319
C 0.339 -3.278 -2.074
H 1.360 -2.930 -2.300
H -0.151 -3.556 -3.018
H 0.406 -4.166 -1.428
Mn -1.842 -1.248 3.903
C 0.101 2.351 0.222
C -0.921 1.415 -0.268
C -1.206 0.197 0.644
C -0.064 -0.816 0.878
C 0.825 -1.141 -0.412
C 1.596 0.164 -0.641
C 2.126 0.870 0.641
C 1.153 1.952 1.206
C -0.032 -2.214 4.364
H -0.125 3.418 0.142
H -1.851 1.817 -0.693
H -2.126 -0.294 0.264
H -1.522 0.588 1.630
H 0.564 -0.463 1.698
H -0.471 -1.747 1.315
H 1.552 -1.927 -0.159
H 2.433 -0.016 -1.335
H 3.059 1.388 0.394
H 2.384 0.144 1.428
H 0.711 1.631 2.161
H 1.730 2.852 1.473
H 0.541 -1.535 5.009
H 0.508 -2.469 3.442
H -0.369 -3.113 4.899
C -1.063 0.704 4.106
H 0.031 0.696 4.184
H -1.528 0.774 5.109
H -1.428 1.487 3.434
*
```

Results of the Mulliken charge analysis, in e, for atoms 1 through 4:
1. P 0.861
2. P 1.870
3. C -1.014
4. C -1.441

---

Record 6
A 2-piece molecular cluster, C16H34N4O5P overall in a non-equilibrium geometry. Source: the Open Molecules 2025 dataset; level of theory: wB97M-V/def2-TZVPD.

Results
* orbital gap: 8.79 eV
* HOMO energy: -11.48 eV
* ΔE to the lowest compared entry with this formula, charge and spin: 221.83 kcal/mol

The geometry in ORCA input format:
```
! wB97M-V def2-TZVPD RIJCOSX def2/J DEFGRID3
* xyz 1 1
C 1.118 3.054 -6.054
C 1.809 1.581 -5.732
C 1.904 1.301 -4.090
O 2.146 2.418 -3.350
O 1.791 -0.025 -3.460
C 0.531 -0.187 -2.719
C 0.742 -0.805 -1.181
C 0.390 0.315 -0.039
C 1.221 1.692 -0.356
C 1.702 2.340 1.090
C 0.849 1.354 2.094
C -0.396 2.181 2.773
C -1.810 2.102 1.911
O -2.392 0.885 1.847
N -2.374 3.369 1.307
C -1.576 3.867 0.123
C -3.790 3.205 0.803
N 0.586 0.009 1.429
P 2.078 -0.901 1.930
N 1.808 -2.670 1.846
O 3.407 -0.538 0.815
H 1.222 3.383 -7.182
H 1.586 3.934 -5.408
H -0.035 3.060 -5.811
H 2.930 1.643 -6.137
H 1.240 0.739 -6.311
H -0.149 -0.918 -3.368
H -0.015 0.848 -2.725
H 1.815 -1.266 -1.119
H -0.031 -1.707 -1.113
H -0.771 0.495 -0.207
H 2.191 1.275 -0.882
H 0.484 2.316 -1.038
H 2.880 2.306 1.203
H 1.511 3.510 1.235
H 1.529 1.133 3.049
H -0.628 1.827 3.889
H -0.012 3.305 2.895
H -1.966 4.970 -0.105
H -0.424 3.961 0.301
H -1.786 3.241 -0.870
H -4.018 2.186 0.274
H -4.575 3.470 1.654
H -3.944 4.044 -0.031
H -0.185 -0.506 1.907
H 1.468 -2.876 0.881
H 2.742 -3.124 2.033
H 3.831 0.337 1.107
C -2.059 -6.410 3.625
C -0.764 -5.664 3.461
O 0.112 -5.675 4.323
N -0.575 -4.958 2.309
C -1.474 -4.822 1.188
H -2.065 -6.924 4.591
H -2.900 -5.711 3.601
H -2.163 -7.158 2.835
H 0.319 -4.482 2.270
H -0.965 -5.196 0.297
H -1.696 -3.760 1.057
H -2.405 -5.372 1.332
*
```

Results of the Mulliken charge analysis, in e, for atoms 1 through 4:
1. C -0.880
2. C -0.342
3. C 0.476
4. O -0.492

---

Record 7
An isolated ion of composition C16H34N5S2 and charge +1. Source: the Open Molecules 2025 dataset; level of theory: wB97M-V/def2-TZVPD.

Results
* orbital gap: 8.61 eV
* HOMO energy: -10.80 eV
* structure (SMILES): CCCCNC(=S)NCC[NH+]1CCN(C(=S)NCCCC)CC1
* ΔE to the lowest compared entry with this formula, charge and spin: 3.80 kcal/mol

The geometry in ORCA input format:
```
! wB97M-V def2-TZVPD RIJCOSX def2/J DEFGRID3
* xyz 1 1
C 7.250 -0.690 -2.555
C 6.134 0.309 -2.272
C 6.101 0.786 -0.819
C 5.782 -0.332 0.181
N 4.492 -0.945 -0.057
C 3.300 -0.518 0.353
S 1.950 -1.442 -0.038
N 3.200 0.636 1.046
C 2.064 1.004 1.864
C 0.979 1.755 1.079
N 0.079 0.819 0.374
C -0.451 1.364 -0.890
C -1.312 0.307 -1.590
N -2.371 -0.204 -0.750
C -3.541 0.553 -0.666
S -3.578 2.179 -0.970
N -4.660 -0.083 -0.295
C -4.944 -1.502 -0.356
C -5.832 -1.963 0.801
C -5.158 -1.958 2.175
C -5.027 -0.567 2.788
C -1.832 -0.729 0.487
C -1.036 0.356 1.223
H 7.296 -0.902 -3.619
H 7.093 -1.632 -2.035
H 8.211 -0.283 -2.249
H 6.278 1.183 -2.908
H 5.169 -0.130 -2.538
H 7.074 1.204 -0.555
H 5.359 1.584 -0.727
H 5.819 0.054 1.205
H 6.533 -1.118 0.102
H 4.478 -1.761 -0.652
H 4.055 1.148 1.205
H 2.426 1.647 2.667
H 1.638 0.101 2.315
H 1.459 2.402 0.342
H 0.390 2.381 1.751
H 0.700 -0.072 0.143
H 0.381 1.642 -1.538
H -1.066 2.243 -0.680
H -1.752 0.750 -2.484
H -0.690 -0.544 -1.885
H -5.479 0.513 -0.258
H -5.471 -1.708 -1.297
H -4.006 -2.055 -0.373
H -6.727 -1.340 0.837
H -6.150 -2.982 0.572
H -5.760 -2.570 2.850
H -4.177 -2.435 2.101
H -6.010 -0.123 2.920
H -4.436 0.098 2.164
H -4.554 -0.632 3.765
H -2.637 -1.072 1.135
H -1.177 -1.574 0.251
H -0.642 -0.041 2.159
H -1.689 1.208 1.437
*
```

Results of the Mulliken charge analysis, in e, for atoms 1 through 4:
1. C -1.169
2. C -0.443
3. C -0.346
4. C -1.187

---

Record 8
C16H34O3P2SSr as an isolated structure in a non-equilibrium geometry. Source: the Open Molecules 2025 dataset; level of theory: wB97M-V/def2-TZVPD.

Results
* orbital gap (alpha / beta): 3.75 / 3.75 eV
* HOMO energy (alpha / beta): -3.58 / -3.56 eV
* ΔE to the lowest compared entry with this formula, charge and spin: 49.89 kcal/mol

The geometry in ORCA input format:
```
! wB97M-V def2-TZVPD RIJCOSX def2/J DEFGRID3
* xyz 0 1
P 0.212 -1.853 -1.664
P 0.425 1.946 -1.961
C -0.003 -0.622 -3.170
C 0.691 0.706 -3.280
H -1.059 -0.528 -3.454
H 0.398 -1.285 -3.949
H 1.717 0.663 -3.623
H 0.101 1.200 -4.053
C -1.340 2.448 -2.504
H -1.742 3.083 -1.683
H -2.019 1.565 -2.663
H -1.347 3.042 -3.450
C 1.303 3.514 -2.335
H 0.957 4.087 -3.223
H 2.388 3.321 -2.396
H 1.119 4.136 -1.434
C -0.764 -3.155 -2.359
H -0.877 -3.857 -1.539
H -0.256 -3.626 -3.199
H -1.772 -2.878 -2.682
C 1.883 -2.286 -2.094
H 2.570 -1.433 -2.169
H 1.899 -2.864 -3.026
H 2.205 -2.904 -1.254
Sr -1.402 0.318 -0.362
C 0.319 1.678 -6.106
C -1.030 1.721 -5.995
C -1.941 0.993 -6.950
C -1.539 -0.481 -7.150
C -0.794 -1.113 -6.024
C 0.551 -1.285 -6.082
C 1.453 -0.503 -6.987
C 1.069 1.001 -7.188
C 0.055 -1.881 0.319
H 0.973 2.317 -5.522
H -1.553 2.433 -5.346
H -1.953 1.452 -7.951
H -2.957 1.075 -6.539
H -2.457 -1.057 -7.379
H -0.887 -0.519 -8.044
H -1.414 -1.626 -5.294
H 1.072 -2.135 -5.645
H 1.515 -0.919 -8.007
H 2.468 -0.590 -6.568
H 2.034 1.531 -7.315
H 0.497 1.085 -8.132
H 0.796 -1.148 0.692
H 0.386 -2.838 0.610
H -0.922 -1.745 0.884
C -0.239 0.540 4.033
S -0.972 1.301 2.530
O -1.969 0.261 2.068
O -1.606 2.530 2.937
O -0.005 1.403 1.361
H -0.640 0.934 4.978
H 0.839 0.661 4.064
H -0.548 -0.494 3.903
*
```

Results of the Mulliken charge analysis, in e, for atoms 1 through 4:
1. P 1.348
2. P 0.366
3. C -0.023
4. C 1.586